Below is a molecular structure, C24H68AsF6N11O5P3, with properties calculated with the ωB97M-V functional and the def2-TZVPD basis.

Positions of all 118 atoms, in Å:
As (-21.69506, 2.73598, -15.21814)
F (-20.35673, 3.85793, -14.79147)
F (-20.53986, 1.52134, -15.81903)
F (-23.09009, 1.62962, -15.70372)
F (-22.89897, 3.91396, -14.52357)
F (-21.78385, 3.54248, -16.86832)
F (-21.56905, 2.07436, -13.59117)
C (-14.35623, 4.59449, -12.29339)
O (-13.31149, 4.78111, -12.87857)
N (-15.45202, 5.30783, -12.55322)
C (-16.62223, 5.08071, -11.75609)
C (-15.53570, 6.46755, -13.52972)
H (-14.51652, 3.87040, -11.47963)
H (-16.73774, 4.23462, -11.07868)
H (-17.51240, 4.91090, -12.36178)
H (-16.89930, 5.95949, -11.17380)
H (-15.86459, 7.34577, -12.97415)
H (-14.57055, 6.77971, -13.92863)
H (-16.31438, 6.32223, -14.27850)
C (-21.93150, -2.66614, -21.61320)
O (-21.98159, -3.50950, -22.50634)
N (-22.73829, -2.63202, -20.53751)
C (-23.57869, -3.74605, -20.18533)
C (-22.79684, -1.41375, -19.70896)
H (-21.33743, -1.74209, -21.68689)
H (-24.62501, -3.49770, -20.36320)
H (-23.57846, -3.97559, -19.11977)
H (-23.50002, -4.67245, -20.75428)
H (-22.46873, -0.60726, -20.36471)
H (-23.75641, -1.19581, -19.24011)
H (-22.04660, -1.42975, -18.91839)
O (-14.28326, 4.26545, -22.17575)
P (-14.88037, 4.42286, -20.84445)
N (-14.31446, 3.46583, -19.53270)
C (-14.03408, 3.93790, -18.14233)
C (-13.90564, 2.05475, -19.74545)
N (-16.58670, 3.91732, -20.96426)
C (-16.99458, 3.08994, -22.13027)
C (-17.50926, 4.01436, -19.83309)
N (-14.88083, 6.02373, -20.28348)
C (-16.10487, 6.86255, -20.33429)
C (-13.66530, 6.90956, -20.40533)
H (-12.98830, 4.23727, -18.07273)
H (-14.03918, 3.14847, -17.39075)
H (-14.78872, 4.62516, -17.75983)
H (-12.91042, 1.97480, -20.18277)
H (-14.70207, 1.75175, -20.42514)
H (-13.84456, 1.58750, -18.76256)
H (-16.80847, 2.02475, -21.99295)
H (-18.07721, 3.14895, -22.01846)
H (-16.73989, 3.42699, -23.13507)
H (-18.52608, 4.18241, -20.18798)
H (-17.55691, 3.04886, -19.32947)
H (-17.22209, 4.81989, -19.15725)
H (-16.37031, 6.99184, -19.28503)
H (-15.96413, 7.88518, -20.68430)
H (-16.93985, 6.39711, -20.85798)
H (-12.82563, 6.23390, -20.56824)
H (-13.63087, 7.76608, -19.73205)
H (-13.64916, 7.48847, -21.32875)
O (-21.11831, 7.88639, -6.53914)
P (-22.15912, 7.22342, -7.42021)
N (-21.63452, 5.59310, -7.94517)
C (-20.25829, 5.31530, -7.62532)
C (-22.12948, 4.91874, -9.09337)
N (-22.48825, 8.12797, -8.74849)
C (-23.71997, 8.16693, -9.43341)
C (-21.31809, 8.24372, -9.64577)
N (-23.68293, 7.04897, -6.59792)
C (-24.11806, 5.81104, -6.07869)
C (-24.41832, 8.29074, -6.19596)
H (-20.13399, 5.29298, -6.54265)
H (-19.51292, 6.04560, -7.94024)
H (-19.95651, 4.34349, -8.01597)
H (-23.03314, 5.09906, -9.67559)
H (-22.12279, 3.87120, -8.79220)
H (-21.30922, 4.90721, -9.81111)
H (-24.30365, 9.06823, -9.24610)
H (-23.53581, 8.36017, -10.49022)
H (-24.49044, 7.42390, -9.22753)
H (-20.49648, 8.84048, -9.24961)
H (-20.91534, 7.28761, -9.98002)
H (-21.57519, 8.92294, -10.45858)
H (-23.54976, 5.60725, -5.17116)
H (-25.17088, 5.91481, -5.81617)
H (-23.91189, 5.02450, -6.80460)
H (-24.66612, 8.82976, -7.11036)
H (-23.64961, 8.68064, -5.52876)
H (-25.36440, 8.03941, -5.71651)
O (-20.06747, 12.99817, -16.80540)
P (-21.00732, 11.90714, -17.13307)
N (-22.55603, 12.35448, -16.57962)
C (-23.41268, 13.14596, -17.38373)
C (-22.94157, 12.12035, -15.11988)
N (-20.74067, 10.35911, -16.37960)
C (-19.53569, 10.04554, -15.71862)
C (-21.60037, 9.13514, -16.62316)
N (-21.05397, 11.58272, -18.80931)
C (-19.87197, 11.95284, -19.70640)
C (-21.93008, 10.65413, -19.48661)
H (-22.92684, 13.98432, -17.88294)
H (-24.20172, 13.56737, -16.76089)
H (-23.99052, 12.49197, -18.03681)
H (-22.26365, 11.73711, -14.35721)
H (-23.64114, 11.28451, -15.11143)
H (-23.44800, 13.03560, -14.81336)
H (-19.63383, 9.03206, -15.32961)
H (-18.64346, 9.99871, -16.34298)
H (-19.51786, 10.76731, -14.90202)
H (-21.68982, 8.47338, -15.76167)
H (-22.56438, 9.44926, -17.02330)
H (-21.17720, 8.49702, -17.39895)
H (-19.00981, 11.30480, -19.86392)
H (-20.16831, 12.34763, -20.67822)
H (-19.67993, 12.91302, -19.22756)
H (-21.34346, 9.74838, -19.64017)
H (-22.23336, 11.06289, -20.45049)
H (-22.78128, 10.58680, -18.80909)

Atoms 1-6, force components in eV/Å:
-0.91 0.72 -0.57
-1.02 -0.86 -0.52
-0.92 1.03 0.35
1.83 1.37 0.71
1.18 -1.08 -1.05
0.05 -1.04 2.01

Values from the calculation:
net charge: -1
LUMO energy: 1.75 eV
E_HOMO: -6.58 eV
largest force on an atom: 4.95 eV/Å
Kohn-Sham gap: 8.3 eV

These are the Löwdin partial charges, in e, on atoms 1 to 99: 0.912 -0.322 -0.300 -0.334 -0.328 -0.333 -0.295 -0.371 0.000 -0.167 -0.094 -0.002 0.133 0.089 0.088 0.081 0.076 0.082 0.086 -0.345 -0.011 -0.190 -0.067 -0.036 0.131 0.083 0.086 0.086 0.078 0.093 0.090 -0.301 0.584 -0.307 -0.110 -0.091 -0.315 -0.112 -0.123 -0.287 -0.123 -0.103 0.073 0.067 0.070 0.075 0.068 0.074 0.067 0.064 0.075 0.079 0.081 0.062 0.071 0.075 0.069 0.074 0.077 0.067 -0.326 0.634 -0.311 -0.147 -0.147 -0.294 -0.162 -0.092 -0.333 -0.146 -0.067 0.077 0.074 0.083 0.093 0.082 0.075 0.066 0.082 0.086 0.082 0.076 0.080 0.079 0.077 0.068 0.054 0.082 0.076 -0.297 0.579 -0.307 -0.150 -0.067 -0.313 -0.154 -0.086 -0.302 -0.087

Below is a molecular structure, C24H68AsF6N3O15S4, with properties calculated with the ωB97M-V functional and the def2-TZVPD basis.

Positions of all 121 atoms, in Å:
C (1.01513, 0.67059, 1.99305)
C (2.13175, 1.17069, 1.17107)
C (2.48083, 2.66741, 1.38806)
O (2.34386, 2.83388, 2.74423)
C (2.75066, 4.14519, 3.17915)
N (3.24651, 0.20171, 1.32117)
H (3.40014, -0.00817, 2.29711)
H (3.17253, -0.78906, 1.13949)
H (4.11044, 0.45716, 0.86457)
H (0.16493, 1.35239, 2.01332)
H (1.31965, 0.30954, 2.97539)
H (0.57162, -0.19111, 1.49419)
H (2.07098, 1.05553, 0.08887)
H (1.74391, 3.31058, 0.90704)
H (3.45647, 2.90945, 0.96659)
H (2.52242, 4.08795, 4.24344)
H (2.06982, 4.92021, 2.82716)
H (3.80702, 4.26096, 2.93663)
C (-0.35371, -0.78094, 2.73136)
C (0.01414, -1.69576, 3.90532)
C (-0.77271, -3.02154, 3.92914)
O (-0.58131, -3.79889, 2.71849)
C (-1.42045, -4.92422, 2.84433)
N (1.51170, -1.94254, 3.72428)
H (1.73528, -2.60956, 2.99957)
H (2.04954, -1.13646, 3.43956)
H (1.96737, -2.28443, 4.55829)
H (0.35342, 0.04814, 2.70478)
H (-1.38576, -0.45335, 2.85645)
H (-0.14496, -1.27023, 1.77999)
H (-0.12062, -1.16267, 4.84647)
H (-1.79282, -2.67798, 4.10070)
H (-0.40670, -3.52960, 4.82134)
H (-2.43571, -4.66625, 3.14564)
H (-0.92868, -5.54615, 3.59231)
H (-1.31357, -5.44812, 1.89448)
C (3.06915, -3.56274, -0.80792)
C (1.76243, -2.85210, -0.70732)
C (0.66293, -3.71815, -0.18169)
O (-0.59616, -3.05518, -0.08164)
C (-1.67643, -3.92625, 0.05838)
N (1.89049, -1.70411, 0.33917)
H (1.03876, -1.16164, 0.31954)
H (2.24185, -2.05496, 1.21868)
H (2.68482, -1.09278, 0.21504)
H (3.37982, -3.77927, 0.21418)
H (3.79973, -2.85626, -1.20193)
H (2.90918, -4.40911, -1.47587)
H (1.47109, -2.35425, -1.63217)
H (0.92442, -4.33743, 0.67634)
H (0.57249, -4.50387, -0.93173)
H (-2.53744, -3.39572, -0.34820)
H (-1.84389, -4.10673, 1.12021)
H (-1.52512, -4.85960, -0.48390)
As (-0.37052, 0.26349, -0.61992)
F (-0.26456, 1.45633, -1.98357)
F (1.40800, 0.37089, -0.51026)
F (-0.37907, -0.90452, 0.78240)
F (-2.16306, 0.27721, -0.88587)
F (-0.30507, -1.16035, -1.76562)
F (-0.52457, 1.60499, 0.57003)
O (-1.53795, -4.02936, -3.24641)
S (-2.64413, -3.13258, -3.59982)
O (-3.31902, -3.38602, -4.85950)
O (-3.83196, -3.20260, -2.39717)
C (-5.18547, -2.99530, -2.72414)
C (-6.04295, -2.59327, -1.46622)
C (-2.04885, -1.40454, -3.41640)
H (-5.55557, -3.94179, -3.11820)
H (-5.34738, -2.33199, -3.57379)
H (-5.70923, -2.97155, -0.49996)
H (-7.11824, -2.71866, -1.59329)
H (-5.70810, -1.56996, -1.29649)
H (-1.44422, -1.15282, -4.28770)
H (-1.56198, -1.31316, -2.44547)
H (-2.90798, -0.74439, -3.53559)
O (-4.60287, 2.66161, 3.45581)
S (-4.24969, 2.00448, 2.16555)
O (-5.21457, 1.48492, 1.13696)
O (-3.17691, 2.98360, 1.39113)
C (-2.78212, 2.65516, 0.07101)
C (-3.51773, 3.69600, -0.81151)
C (-3.15489, 0.49947, 2.56315)
H (-3.06577, 1.64420, -0.22157)
H (-1.70750, 2.74621, -0.08706)
H (-3.24678, 3.34353, -1.80672)
H (-3.15877, 4.70903, -0.62980)
H (-4.59455, 3.80082, -0.67898)
H (-3.54459, -0.02145, 3.43773)
H (-2.24783, 0.98509, 2.92303)
H (-2.90893, -0.08080, 1.67383)
O (5.55510, -0.68968, -3.49826)
S (4.84373, 0.04927, -2.45193)
O (5.31386, 1.38571, -1.98272)
O (3.19554, -0.07306, -2.76074)
C (2.34821, 0.83656, -2.23430)
C (2.21503, 2.04777, -3.16421)
C (4.77213, -1.04292, -1.00665)
H (2.56267, 1.11248, -1.20184)
H (1.33867, 0.43467, -2.32046)
H (1.98970, 1.68809, -4.16818)
H (3.20880, 2.46701, -3.32155)
H (1.56734, 2.84861, -2.80750)
H (4.13687, -1.89915, -1.23340)
H (4.33768, -0.48486, -0.17725)
H (5.80036, -1.30521, -0.75755)
O (1.82887, 7.04135, -1.70916)
S (1.04777, 5.86587, -1.19041)
O (0.35556, 5.96280, 0.08398)
O (-0.10061, 5.51153, -2.31696)
C (-1.09452, 4.52001, -2.00401)
C (-0.88096, 3.17115, -2.71360)
C (2.07773, 4.35747, -1.17718)
H (-2.07342, 4.84970, -2.35208)
H (-1.18442, 4.29901, -0.94045)
H (-1.86298, 2.69993, -2.67246)
H (-0.20482, 2.44255, -2.26630)
H (-0.66188, 3.31301, -3.77189)
H (2.50107, 4.24352, -2.17512)
H (1.38072, 3.58240, -0.85854)
H (2.83992, 4.49856, -0.41085)

Atoms 1-6, force components in eV/Å:
6.14 4.09 -4.81
3.37 5.11 1.64
-0.26 -1.77 0.93
0.78 0.67 0.93
-0.86 -0.80 0.99
2.09 0.74 3.55

Values from the calculation:
net charge: +2
LUMO energy: -7.82 eV
E_HOMO: -14.21 eV
largest force on an atom: 14.40 eV/Å
Kohn-Sham gap: 6.4 eV

These are the Löwdin partial charges, in e, on atoms 1 to 99: -0.156 -0.242 -0.183 -0.182 -0.024 0.198 0.170 0.079 0.154 0.154 0.138 0.012 -0.032 0.104 0.138 0.101 0.104 0.103 -0.080 -0.195 -0.134 -0.206 -0.100 0.238 0.142 0.115 0.181 -0.090 0.072 -0.052 0.169 0.148 0.136 0.121 0.108 0.094 0.014 -0.244 -0.169 -0.204 -0.069 0.202 0.055 0.135 0.057 0.115 0.023 0.139 0.161 0.137 0.149 0.097 0.040 0.117 1.252 -0.135 -0.349 -0.235 -0.213 -0.239 -0.214 -0.311 0.698 -0.275 -0.293 -0.281 -0.039 -0.107 0.115 0.117 0.065 0.086 0.062 0.082 -0.027 0.076 -0.285 0.766 -0.312 -0.250 -0.299 -0.043 -0.108 0.081 0.068 0.060 0.088 0.099 0.079 0.043 0.053 -0.232 0.765 -0.274 -0.200 -0.353 -0.026 -0.091 0.107